[1]
Entry from OMol25: a molecular structure, C55H55Cl2Ge2O3S4W in a non-equilibrium geometry (the ωB97M-V functional and the def2-TZVPD basis).

Computed properties:
net charge: +3
2S+1: 1
HOMO level (spin up / spin down): -14.36 / -14.36 eV
orbital gap (spin up / spin down): 3.340 / 3.339 eV
energy relative to the best compared isomer or geometry (same formula, charge and spin): 0.0 kJ/mol

XYZ file:
```
122
Properties=species:S:1:pos:R:3:lowdin_charge:R:1
W -7.5533 -11.3351 20.4754 -0.080
Cl 0.9122 -9.6120 23.8364 0.894
C -0.5951 -10.0929 23.0684 -0.465
C -1.3137 -11.2938 23.4091 -0.104
C -2.6621 -11.3012 23.6336 -0.447
Cl -3.3646 -12.8700 23.2261 0.787
C -3.3653 -9.9554 23.5985 -0.256
O -4.5528 -9.8212 23.9170 0.148
C -2.6544 -8.9310 22.7434 -0.006
C -3.4471 -7.9095 22.0012 -0.148
O -3.1699 -6.7187 21.8571 0.134
C -1.2975 -9.0638 22.4831 -0.021
H -0.6870 -12.2041 23.3975 0.147
H -4.4293 -8.3433 21.6502 0.145
H -0.7390 -8.2356 22.0118 0.163
C -7.1105 -18.8294 19.8758 -0.023
C -7.7279 -17.6150 19.2310 -0.223
C -9.0578 -17.2472 19.4772 0.017
C -9.7220 -16.2212 18.7763 -0.174
C -11.1079 -15.8023 19.1919 -0.035
C -8.9739 -15.6775 17.6944 -0.091
C -7.6111 -16.0123 17.4376 -0.124
C -7.1367 -15.3665 16.1522 -0.021
C -6.9694 -16.8965 18.2981 0.021
C -9.4802 -14.8323 16.6473 -0.064
C -10.7462 -14.3611 16.3737 0.017
C -10.9376 -13.6001 15.2078 0.044
C -9.9110 -13.3508 14.2961 0.000
C -8.6310 -13.8240 14.4876 -0.073
C -8.3160 -14.3953 15.8033 -0.213
Ge -7.5202 -11.9162 17.8058 0.560
S -5.6317 -10.8997 19.2182 -0.041
S -9.3191 -10.6542 18.8009 0.045
Ge -9.8648 -10.8169 21.3918 0.765
S -7.6777 -9.8207 22.1672 0.126
S -7.7768 -13.4021 21.0547 0.145
C -11.4194 -11.8247 22.2720 -0.191
C -11.3691 -12.6717 23.3364 -0.196
C -12.5328 -13.4097 23.6699 0.009
C -13.7083 -13.2870 22.9613 -0.005
C -13.8072 -12.2878 21.9927 -0.003
C -12.6506 -11.6016 21.5717 -0.196
C -12.6933 -10.7587 20.3676 -0.139
C -13.2377 -11.2669 19.1692 -0.182
C -13.7474 -12.6770 19.0381 -0.035
C -13.2760 -10.4583 18.0167 0.022
C -12.6660 -9.2124 17.9643 -0.247
C -12.4912 -8.4089 16.6899 -0.024
C -12.1315 -8.7369 19.1573 -0.051
C -12.1364 -9.4143 20.3686 -0.283
C -11.7043 -8.6094 21.5767 -0.076
C -10.0735 -12.8673 24.0944 -0.114
C -9.5004 -14.1583 24.1951 -0.231
C -10.0880 -15.3671 23.5175 -0.038
C -8.2888 -14.2840 24.8816 -0.008
C -7.6571 -13.2177 25.5461 -0.234
C -6.3360 -13.4179 26.2573 -0.035
C -8.2841 -11.9585 25.4819 -0.013
C -9.5123 -11.7656 24.8466 -0.227
C -10.2631 -10.4854 25.1268 -0.038
C -7.5536 -13.6013 13.4728 -0.104
C -7.6530 -14.2962 12.2355 -0.191
C -8.8027 -15.2495 11.9600 -0.028
C -6.6884 -14.1718 11.2502 0.010
C -5.6912 -13.1966 11.3570 -0.228
C -4.7262 -12.8207 10.2499 -0.031
C -5.6379 -12.4911 12.5760 -0.005
C -6.5218 -12.6734 13.6311 -0.199
C -6.2756 -11.8049 14.8584 -0.079
H -7.8986 -19.4149 20.3692 0.092
H -6.3739 -18.6051 20.6635 0.096
H -6.6198 -19.4457 19.1546 0.083
H -9.6382 -17.7756 20.2635 0.138
H -11.2653 -16.1826 20.2194 0.085
H -11.8794 -16.2754 18.5090 0.121
H -11.2207 -14.7051 19.1688 0.068
H -7.9497 -13.4518 16.3902 0.001
H -6.8681 -16.0751 15.3270 0.161
H -6.2337 -14.7861 16.3758 0.122
H -5.9255 -17.1208 18.1014 0.127
H -11.5802 -14.6523 16.9610 0.089
H -11.9608 -13.2653 14.9743 0.139
H -10.1446 -12.8167 13.3881 0.138
H -12.4415 -14.1513 24.4216 0.115
H -14.5463 -13.9155 23.1880 0.123
H -14.7621 -11.9855 21.5303 0.140
H -13.1341 -13.4539 19.5152 0.075
H -13.9028 -12.9463 17.9994 0.076
H -14.7434 -12.7760 19.5032 0.094
H -13.8051 -10.8514 17.1452 0.129
H -13.2300 -8.7611 15.9431 0.091
H -11.5091 -8.5685 16.2254 0.087
H -12.6792 -7.3451 16.8546 0.092
H -11.5735 -7.8060 19.1492 0.136
H -12.2900 -7.6656 21.5387 0.120
H -10.6532 -8.2618 21.5089 0.071
H -11.8705 -9.1065 22.5549 0.081
H -9.9615 -15.2713 22.4180 0.067
H -11.1128 -15.5950 23.7669 0.067
H -9.5465 -16.2658 23.8479 0.090
H -7.7836 -15.2622 24.8846 0.124
H -6.0456 -14.4684 26.2436 0.083
H -6.4948 -13.1339 27.2847 0.086
H -5.5234 -12.8114 25.8852 0.058
H -7.7566 -11.1339 26.0025 0.138
H -10.5187 -10.4674 26.2113 0.111
H -11.1829 -10.3982 24.5395 0.063
H -9.6048 -9.6118 24.9900 0.081
H -8.9082 -16.0607 12.7084 0.096
H -8.6682 -15.6911 10.9824 0.079
H -9.7809 -14.7508 11.9469 0.081
H -6.7562 -14.7935 10.3313 0.141
H -5.2216 -12.9631 9.2464 0.106
H -3.7768 -13.3708 10.2990 0.093
H -4.5346 -11.7517 10.3649 0.079
H -4.8220 -11.7556 12.7000 0.129
H -5.5168 -11.0757 14.5556 0.088
H -5.8191 -12.3790 15.6425 0.032
H -7.1706 -11.2324 15.2231 0.060
O -2.9855 -16.4412 20.1019 -0.092
H -3.9573 -16.5654 20.1670 0.021
H -2.8082 -16.6576 19.1390 0.068
```

---

[2]
Entry from OMol25: a molecular structure, C5H7NO in a non-equilibrium geometry (the ωB97M-V functional and the def2-TZVPD basis).

Computed properties:
2S+1: 1
HOMO level: -7.57 eV
orbital gap: 7.728 eV
energy relative to the best compared isomer or geometry (same formula, charge and spin): 347.0 kJ/mol

XYZ file:
```
14
Properties=species:S:1:pos:R:3:lowdin_charge:R:1
C -0.3079 1.4044 -1.4013 -0.086
C 0.2261 0.4964 -0.3419 -0.336
C -0.0713 -0.9755 -0.3090 -0.132
C -0.3541 -1.5484 1.0434 -0.151
O -0.3765 -0.9019 2.0923 0.046
C 1.0131 0.8828 0.6622 -0.240
N 1.4962 0.9074 1.7727 0.113
H 0.0738 2.4176 -1.2468 0.078
H -1.4042 1.4614 -1.4152 0.073
H 0.0241 1.0774 -2.3946 0.073
H 0.3421 0.2588 2.0434 0.153
H -0.9266 -1.2252 -0.9525 0.138
H 0.7471 -1.6142 -0.6791 0.135
H -0.4819 -2.6410 1.1264 0.136
```

---

[3]
Entry from OMol25: 2 unconnected molecules or ions with the total composition C6H6O4PS in a non-equilibrium geometry (the ωB97M-V functional and the def2-TZVPD basis).

Computed properties:
net charge: -1
2S+1: 1
HOMO level (spin up / spin down): -5.30 / -5.30 eV
orbital gap (spin up / spin down): 8.474 / 8.476 eV
energy relative to the best compared isomer or geometry (same formula, charge and spin): 30.2 kJ/mol

XYZ file:
```
18
Properties=species:S:1:pos:R:3:lowdin_charge:R:1
C -1.3566 0.2507 2.0046 -0.106
C -0.8287 -0.8110 1.2738 -0.198
C -1.6903 1.4059 1.1795 -0.518
C -0.4608 -0.3240 0.0209 -0.426
C -2.1004 2.6519 1.7583 -0.370
C 0.8802 -0.7979 -2.0708 -0.207
O 3.3012 -0.8653 -1.1081 -0.389
O -2.3287 2.8333 2.9325 -0.014
O 2.6024 -2.8653 -2.4863 -0.398
O 1.3000 0.4807 -2.2345 -0.104
P 2.2657 -1.8586 -1.4821 0.269
S -0.8416 1.2511 -0.3077 1.002
H -1.6252 0.1770 2.9752 0.065
H -0.5689 -1.7748 1.6684 0.080
H -2.3650 3.5249 1.0511 0.120
H 0.1117 -1.3127 -2.7503 0.111
H 2.2543 0.4064 -1.9563 0.078
H 1.4506 -2.3723 -0.4683 0.006
```

---

[4]
Entry from OMol25: a single C4H6O2 molecule in a non-equilibrium geometry (the ωB97M-V functional and the def2-TZVPD basis).

Computed properties:
2S+1: 1
HOMO level: -9.67 eV
orbital gap: 10.358 eV
SMILES: OCC#CCO
energy relative to the best compared isomer or geometry (same formula, charge and spin): 366.0 kJ/mol

XYZ file:
```
12
Properties=species:S:1:pos:R:3:lowdin_charge:R:1
O 1.1372 1.1548 0.7868 -0.086
C 1.9227 0.2121 0.0485 -0.269
C 0.9655 -0.7461 -0.5447 0.010
C -0.2286 -0.6992 -0.3225 -0.014
C -1.6426 -0.5575 -0.0620 -0.274
O -2.2084 0.6471 -0.5215 -0.041
H 0.7367 0.6988 1.5445 0.093
H 2.6621 -0.2934 0.6856 0.114
H 2.4285 0.7910 -0.7303 0.117
H -2.0907 -1.4560 -0.4980 0.124
H -1.8206 -0.5781 1.0174 0.131
H -1.8617 0.8265 -1.4037 0.096
```

---

[5]
Entry from OMol25: a single C23H32N2O6 molecule (the ωB97M-V functional and the def2-TZVPD basis).

Computed properties:
2S+1: 1
HOMO level: -7.58 eV
orbital gap: 8.265 eV
SMILES: COc1ccccc1N1CCN(C[C@H](O)COc2cc(OC)c(OC)c(OC)c2)CC1
energy relative to the best compared isomer or geometry (same formula, charge and spin): 456.0 kJ/mol

XYZ file:
```
63
Properties=species:S:1:pos:R:3:lowdin_charge:R:1
C 1.2730 5.3901 1.0797 -0.086
H 1.1192 4.7632 1.9574 0.094
O 1.3247 4.5060 -0.0100 -0.108
C 1.5694 5.0171 -1.2609 -0.200
C 1.7055 6.3692 -1.5219 -0.031
C 1.9952 6.8225 -2.8013 -0.099
C 2.1466 5.9168 -3.8290 -0.101
C 1.9946 4.5623 -3.5831 -0.026
C 1.7016 4.0787 -2.3114 -0.159
N 1.6154 2.7153 -2.0303 -0.094
C 0.3953 2.2023 -1.4364 -0.134
C 0.7103 0.8927 -0.7081 -0.156
N 1.2963 -0.1078 -1.5799 -0.170
C 0.3657 -0.7793 -2.4694 -0.145
H 0.4077 -0.4101 -3.5019 0.124
C 0.6627 -2.2932 -2.4908 -0.342
O -0.1375 -2.9614 -3.4298 -0.010
H -1.0379 -2.9710 -3.0797 0.096
C 0.4633 -2.8680 -1.0821 -0.143
O -0.9102 -2.7184 -0.7736 -0.046
C -1.3416 -3.0049 0.4849 -0.255
C -0.5323 -3.5090 1.4967 0.042
C -1.0787 -3.7648 2.7458 -0.189
C -2.4362 -3.5103 3.0150 -0.143
C -3.2456 -3.0199 1.9842 -0.193
C -2.6837 -2.7743 0.7325 0.067
H -3.3193 -2.3956 -0.0499 0.130
O -4.5739 -2.7441 2.0436 -0.059
C -5.3283 -2.9938 3.2096 -0.066
H -5.0503 -2.3196 4.0238 0.091
H -5.2243 -4.0266 3.5452 0.098
H -6.3623 -2.8005 2.9226 0.094
O -2.9555 -3.7938 4.2698 -0.120
C -2.4707 -2.9839 5.3217 -0.073
H -2.6601 -1.9220 5.1226 0.097
H -1.4016 -3.1325 5.4863 0.083
H -3.0218 -3.2914 6.2090 0.094
O -0.3601 -4.2724 3.7898 -0.085
C 0.9833 -4.6292 3.5809 -0.076
H 1.5985 -3.7591 3.3280 0.098
H 1.0817 -5.3868 2.7975 0.099
H 1.3243 -5.0462 4.5276 0.096
H 0.5079 -3.7095 1.3110 0.094
H 1.0894 -2.3007 -0.3852 0.128
H 0.7430 -3.9292 -1.0653 0.140
H 1.6993 -2.4626 -2.7981 0.150
H -0.6554 -0.6479 -2.1043 0.127
C 2.4597 0.4502 -2.2409 -0.157
C 2.1740 1.7716 -2.9736 -0.160
H 3.1134 2.1666 -3.3635 0.125
H 1.4909 1.5843 -3.8203 0.121
H 2.8559 -0.2846 -2.9438 0.120
H 3.2129 0.6382 -1.4701 0.125
H -0.1927 0.4840 -0.2507 0.122
H 1.4374 1.1039 0.0816 0.126
H 0.0004 2.9300 -0.7319 0.116
H -0.3638 2.0178 -2.2172 0.131
H 2.0960 3.8706 -4.4046 0.102
H 2.3728 6.2560 -4.8287 0.100
H 2.1040 7.8815 -2.9787 0.100
H 1.6041 7.0908 -0.7267 0.100
H 0.4395 6.0958 0.9922 0.096
H 2.2089 5.9470 1.1939 0.097
```

---

[6]
Entry from OMol25: 2 unconnected molecules or ions with the total composition C11H9O2S2 in a non-equilibrium geometry (the ωB97M-V functional and the def2-TZVPD basis).

Computed properties:
net charge: -1
2S+1: 1
HOMO level: -4.46 eV
orbital gap: 7.480 eV
energy relative to the best compared isomer or geometry (same formula, charge and spin): 0.0 kJ/mol

XYZ file:
```
24
Properties=species:S:1:pos:R:3:lowdin_charge:R:1
C 0.2036 2.1276 -1.9963 -0.112
C -1.0813 2.1968 -1.4299 -0.129
C 1.0388 1.0643 -1.7728 -0.066
C -1.5064 1.2466 -0.6080 -0.058
C 0.5742 0.0443 -0.9194 -0.201
C -0.7073 0.0723 -0.3200 -0.162
C 1.4278 -1.0493 -0.7321 -0.052
C 1.1478 -1.9588 0.3001 -0.047
C -0.1179 -1.8717 4.2493 -1.054
C -0.1599 -1.9752 0.8586 -0.120
C -1.0748 -0.9563 0.6216 -0.633
O 1.0126 -2.2326 4.3221 -0.054
O -1.2180 -2.2919 4.2834 -0.069
S -0.1576 0.0950 3.8095 0.508
S -2.6672 -1.0479 1.2509 0.779
H 0.5904 2.9071 -2.7850 0.126
H -1.6934 3.0280 -1.5564 0.077
H 2.0921 1.2313 -2.1597 0.128
H -2.4711 1.3722 -0.0204 0.109
H 2.3192 -1.1082 -1.2752 0.080
H 1.9212 -2.6747 0.7083 0.121
H -0.5391 -2.6770 1.6282 0.104
H 1.1091 0.2042 3.3099 -0.198
H -2.3636 -1.5828 2.5345 -0.079
```

---

[7]
Entry from OMol25: a molecular structure, C29H33CrGeN6S in a non-equilibrium geometry (the ωB97M-V functional and the def2-TZVPD basis).

Computed properties:
net charge: -2
2S+1: 4
HOMO level (spin up / spin down): 1.03 / 0.56 eV
orbital gap (spin up / spin down): 3.112 / 3.566 eV

XYZ file:
```
71
Properties=species:S:1:pos:R:3:lowdin_spin:R:1
Cr -0.2961 -0.3940 0.1632 2.705
N 0.3076 -4.2989 -1.7733 0.010
C 0.2977 -3.0448 -1.1454 0.039
S -0.9296 -1.9277 -1.6497 0.020
N 1.1961 -2.7960 -0.2585 -0.014
N 1.1184 -1.5942 0.3573 0.038
C 2.1669 -1.2592 1.1895 0.006
C 3.3834 -2.0270 1.2673 0.002
C 4.0664 -2.1831 2.4864 0.002
C 5.2712 -2.8430 2.5522 0.000
C 5.8265 -3.4126 1.4147 0.004
C 5.1470 -3.3058 0.2066 0.001
C 3.9547 -2.6265 0.1308 0.002
C 1.9984 -0.0079 1.7942 0.012
C 2.9703 0.7058 2.5450 0.011
C 2.7239 1.9808 2.9764 0.004
C 1.4855 2.5710 2.6662 0.021
C 0.6000 1.8555 1.8944 0.003
N 0.8043 0.6129 1.4494 -0.003
H -0.1299 -4.2409 -2.6836 0.002
H 1.2418 -4.6897 -1.8042 0.001
H 3.6114 -1.7938 3.3856 0.000
H 5.7861 -2.9382 3.5026 0.000
H 6.7709 -3.9376 1.4693 0.000
H 5.5672 -3.7601 -0.6843 0.000
H 3.4458 -2.5235 -0.8135 0.000
H 3.9207 0.2388 2.7528 0.001
H 3.4665 2.5432 3.5304 0.000
H 1.2400 3.5670 3.0053 0.003
H -0.3377 2.3068 1.5881 0.001
C -0.0200 1.0840 -1.0724 -0.081
C 1.0837 1.8141 -1.5822 -0.007
C 2.3654 1.2272 -1.4856 -0.004
C 3.5032 1.9439 -1.7580 0.000
C 3.4236 3.2798 -2.1407 -0.004
C 2.1718 3.8498 -2.3380 0.000
C 1.0238 3.1281 -2.0987 -0.006
H 2.4306 0.1947 -1.1683 0.000
H 4.4773 1.4781 -1.6639 0.000
H 4.3272 3.8598 -2.2913 0.000
H 2.1074 4.8857 -2.6632 0.000
H 0.0560 3.5831 -2.2702 -0.001
C -4.4388 2.1735 -1.5409 0.000
Ge -3.0244 1.2075 -2.6820 0.044
C -3.3036 2.1480 -4.5319 0.018
C -4.1319 -0.4903 -3.0214 0.017
C -1.2976 1.5946 -0.9365 0.032
H -5.3911 2.2762 -2.0559 0.001
H -4.1122 3.1619 -1.2226 0.000
H -4.6035 1.5875 -0.6381 0.000
H -4.3445 2.2215 -4.8344 0.003
H -2.7650 1.5854 -5.2905 0.001
H -2.8892 3.1517 -4.5091 0.001
H -4.9116 -0.3341 -3.7661 0.003
H -4.6032 -0.8046 -2.0925 0.001
H -3.4862 -1.3018 -3.3461 0.000
H -1.9739 1.0260 -0.2752 -0.002
H -1.4974 2.6646 -0.8975 -0.006
N -5.5107 -0.8093 3.4800 0.011
C -4.2554 -0.8867 2.8182 0.025
C -3.0791 -0.3489 3.3630 0.000
C -1.8919 -0.4549 2.6886 0.026
N -1.7421 -1.0401 1.4588 0.027
C -2.8980 -1.5826 0.9578 0.027
C -4.1190 -1.5180 1.5657 0.000
H -5.3989 -0.7040 4.4819 0.001
H -6.0836 -1.6226 3.2762 0.001
H -3.1082 0.1252 4.3381 0.000
H -0.9854 -0.0660 3.1325 0.001
H -2.7997 -2.0881 0.0046 0.003
H -4.9792 -1.9770 1.0928 0.000
```

---

[8]
Entry from OMol25: 2 unconnected molecules or ions with the total composition C3H7N3O2 in a non-equilibrium geometry (the ωB97M-V functional and the def2-TZVPD basis).

Computed properties:
2S+1: 1
HOMO level: -9.91 eV
orbital gap: 10.551 eV
SMILES: CNC(N)=O.N=C=O
energy relative to the best compared isomer or geometry (same formula, charge and spin): 190.9 kJ/mol

XYZ file:
```
15
Properties=species:S:1:pos:R:3:lowdin_charge:R:1
C 0.7577 1.4989 -0.4832 -0.077
N 0.4087 0.2674 0.2136 -0.043
C 0.4078 -1.0184 -0.5996 -0.567
C -1.6224 0.0265 0.6171 -0.447
N 0.8468 -2.1044 0.1359 0.159
O -1.7428 -1.1014 0.1886 0.053
N -2.2114 1.0154 1.0292 0.170
O 0.3941 -0.9592 -1.8014 0.095
H 0.8694 0.1751 1.1122 0.131
H 0.4582 -2.2050 1.0626 0.099
H 0.7953 -2.9611 -0.3928 0.110
H -1.8802 1.9573 0.9049 0.057
H 1.8293 1.5680 -0.6784 0.088
H 0.2279 1.4852 -1.4335 0.091
H 0.4616 2.3557 0.1248 0.080
```

---

no.,electronic energy (Ha)
1,-9087.57192
2,-324.59230
3,-1272.72073
4,-306.36688
5,-1456.48037
6,-1371.48636
7,-4972.88299
8,-433.25005